This record from the OMol25 dataset describes a structure of composition C18H20Br4IrN2O2. The level of theory is wB97M-V/def2-TZVPD.

```
47
Properties=species:S:1:pos:R:3:mulliken_charge:R:1
Ir 1.651 -0.043 0.023 0.79
Br 5.175 5.780 1.199 -0.10
Br 2.112 6.805 0.597 -0.10
Br 5.880 2.517 1.085 -0.07
Br -0.260 4.564 -0.127 -0.08
O 0.981 1.771 -0.081 -0.39
O 3.325 0.986 0.376 -0.77
N -2.508 -0.638 -0.656 0.34
N -0.194 -0.663 -0.577 -0.41
C 3.152 2.260 0.448 0.56
C -2.392 -2.676 -2.071 -0.69
C 1.512 4.084 0.229 -0.28
C 0.676 -3.427 0.453 -0.17
C 1.833 2.709 0.188 0.37
C -1.354 -0.396 -0.029 1.34
C 4.171 3.195 0.754 -0.29
C -3.816 -0.376 -0.045 -0.79
C -2.538 -1.162 -2.022 -1.16
C 2.904 -1.724 0.735 -0.51
C 0.958 -2.824 1.685 -0.54
C 2.506 4.978 0.528 0.36
C 1.431 -3.102 -0.647 -0.53
C -1.394 0.181 1.354 -1.66
C 2.053 -1.989 1.834 -0.49
C -4.376 0.983 -0.435 -1.02
C 2.510 -2.196 -0.536 -0.43
C 3.849 4.527 0.792 0.29
H -3.491 -0.863 -2.456 0.41
H -1.439 -3.002 -1.651 -0.02
H 3.870 -1.257 0.869 0.48
H -0.253 -1.086 -1.492 0.26
H -3.707 1.786 -0.126 0.23
H 3.162 -2.067 -1.391 0.51
H -2.001 1.085 1.382 0.35
H 0.340 -3.044 2.546 0.48
H -3.188 -3.157 -1.503 0.31
H -5.344 1.140 0.041 0.40
H -2.450 -3.029 -3.100 0.40
H -0.389 0.418 1.685 0.17
H -0.145 -4.127 0.370 0.43
H 2.307 -1.592 2.808 0.41
H -1.773 -0.661 -2.621 0.57
H 1.216 -3.542 -1.613 0.46
H -1.823 -0.541 2.050 0.46
H -4.484 -1.175 -0.372 0.38
H -4.517 1.058 -1.514 0.33
H -3.738 -0.468 1.035 0.41
```

Summary:
HOMO (alpha / beta): -11.15 / -11.06 eV
HOMO-LUMO gap (alpha / beta): 0.2073 / 0.2013 Eh
F_max: 0.51 eV/Å
charge: +1
LUMO (alpha / beta): -0.20262 / -0.20515 Ha

=====

This record from the OMol25 dataset describes a cluster of 2 separate species, C18H20BrCl3NO2 in total. The level of theory is wB97M-V/def2-TZVPD.

```
45
Properties=species:S:1:pos:R:3:mulliken_charge:R:1
Br 5.407 -0.071 2.018 -0.02
Cl -6.985 2.054 0.506 -0.12
Cl -7.649 -0.321 -1.026 -0.12
Cl -6.577 2.022 -2.368 -0.12
O 1.675 -4.677 1.151 -0.42
O 0.785 -3.505 2.867 -0.44
N 2.038 0.047 -0.232 0.06
C -2.084 1.315 0.233 0.99
C 1.619 -2.318 0.959 0.33
C 3.074 -0.513 0.435 0.04
C -3.367 1.221 0.763 -0.80
C 5.189 -0.019 -0.836 -0.26
C 0.809 -0.495 -0.357 0.09
C -0.216 0.288 -1.131 -1.19
C -7.580 1.443 -1.041 0.00
C 1.350 -3.638 1.632 -0.21
C 6.149 1.125 -1.140 -1.23
C 0.589 -1.706 0.249 0.08
C -1.596 0.242 -0.519 0.43
C -3.681 -0.946 -0.196 -1.11
C 4.355 0.265 0.424 -0.76
C -1.285 2.564 0.498 -1.62
C 2.875 -1.721 1.042 -0.20
C -4.168 0.110 0.559 -0.69
C -2.409 -0.868 -0.732 -0.29
H 0.124 1.323 -1.137 0.57
H -8.584 1.818 -1.184 0.36
H -0.375 -2.186 0.181 0.62
H 6.913 0.814 -1.846 0.37
H 3.675 -2.208 1.577 0.53
H -5.156 0.053 0.988 0.73
H -3.758 2.036 1.357 0.33
H -1.315 3.246 -0.353 0.33
H 2.202 0.946 -0.669 0.38
H -1.694 3.100 1.350 0.44
H -0.233 -0.055 -2.166 0.41
H 4.495 -0.157 -1.669 0.35
H 4.133 1.331 0.470 0.45
H -0.153 -3.278 2.810 0.37
H 6.653 1.457 -0.233 0.33
H 5.607 1.975 -1.551 0.35
H -0.241 2.352 0.732 0.32
H -4.291 -1.820 -0.374 0.41
H 5.724 -0.958 -0.706 0.37
H -2.044 -1.690 -1.338 0.54
```

Summary:
HOMO: -12.04 eV
HOMO-LUMO gap: 0.2852 Eh
F_max: 0.55 eV/Å
charge: +1
LUMO: -0.15719 Ha

=====

This record from the OMol25 dataset describes a cluster of 3 separate species, C18H20BrClF2N3O12P2 in total in a non-equilibrium geometry. The level of theory is wB97M-V/def2-TZVPD.

```
59
Properties=species:S:1:pos:R:3:mulliken_charge:R:1
Br -1.787 1.923 0.304 0.18
Cl -1.753 0.570 5.272 -0.18
P -2.280 -1.083 2.103 0.43
P -1.231 2.079 3.998 0.21
F 1.091 3.494 5.263 -0.19
F 3.659 0.513 4.095 -0.20
O 3.076 3.188 4.462 -0.41
O -2.615 2.476 3.237 -0.48
O -3.416 -0.206 2.733 -0.55
O -3.231 -4.104 -3.300 -0.35
O 2.515 -0.220 5.798 -0.41
O -2.211 -2.130 -3.479 -0.33
O 2.264 -0.824 -2.192 -0.50
O -2.330 -1.206 0.638 -0.34
O 0.830 -1.156 -3.887 -0.27
O -2.464 -2.469 2.843 -0.56
O 2.474 -2.613 -3.546 -0.38
O -2.556 -3.370 -5.324 -0.53
N 2.064 4.479 -1.631 -0.58
N -0.257 1.639 1.344 0.32
N 1.568 1.412 4.488 0.29
C 1.197 2.624 -0.374 -0.37
C 0.817 -2.033 -5.027 -0.20
C 1.215 1.110 3.075 -1.37
C -0.611 -0.490 2.572 -1.22
C -2.661 -3.218 -4.151 0.62
C 0.944 1.900 -1.550 -0.27
C -2.682 -2.211 -2.132 0.15
C 2.013 2.759 4.708 0.58
C 2.615 0.502 4.893 0.62
C 1.972 1.800 1.928 -0.09
C 1.896 -1.471 -3.125 0.69
C 1.772 3.892 -0.475 -0.30
C -0.329 1.014 2.677 0.46
C 1.609 -3.219 -4.522 -0.29
C 0.895 2.028 0.908 0.49
C 1.795 3.785 -2.739 -0.33
C 1.259 2.498 -2.758 -0.67
C -2.936 -3.691 -1.960 -0.36
H -0.203 -2.288 -5.303 0.15
H -0.367 -0.966 3.517 0.51
H -3.593 -1.617 -2.042 0.20
H 2.398 2.784 2.104 0.37
H 0.982 -3.957 -4.020 0.23
H 1.302 -1.528 -5.864 0.26
H -1.854 -3.106 2.448 0.38
H 2.022 4.264 -3.680 0.39
H 0.040 -0.918 1.812 0.72
H -3.764 -3.912 -1.293 0.30
H 0.531 0.903 -1.508 0.76
H 2.188 -3.713 -5.297 0.33
H -3.768 0.416 2.082 0.41
H -2.049 -4.232 -1.621 0.29
H -1.937 -1.823 -1.451 0.06
H 2.665 1.086 1.497 0.34
H 1.989 4.446 0.431 0.47
H -3.372 2.124 3.732 0.37
H 1.079 1.990 -3.689 0.48
H 1.519 0.075 2.981 0.68
```

Summary:
HOMO: -12.87 eV
HOMO-LUMO gap: 0.3153 Eh
energy above the lowest of the compared OMol25 structures with the same formula, charge and spin: 0.0 kJ/mol
F_max: 1.50 eV/Å
charge: +1
LUMO: -0.15781 Ha

=====

This record from the OMol25 dataset describes a structure of composition C18H20BrFeN2OPS4. The level of theory is wB97M-V/def2-TZVPD.

```
48
Properties=species:S:1:pos:R:3:mulliken_charge:R:1
Br -4.110 -0.128 2.161 -0.09
Fe -1.556 -1.266 0.535 -0.01
S -1.468 -3.015 2.166 -0.37
S -2.610 -2.656 -1.101 -0.28
S -2.216 -4.746 1.295 -0.15
S -1.749 -4.488 -0.689 -0.20
P 0.615 -1.545 -0.266 1.76
O -2.096 0.607 -0.311 -0.52
N -1.357 -0.077 2.192 0.25
N -1.856 1.048 -1.498 0.51
C -1.280 2.071 -4.005 -0.28
C -1.828 2.392 -1.696 -0.16
C -1.599 0.201 -2.524 -0.18
C 3.623 2.023 -0.147 -0.47
C -1.128 1.398 4.547 -0.24
C -1.544 2.919 -2.932 -0.65
C -1.315 0.704 -3.778 -0.89
C -0.158 0.246 2.702 -0.18
C 2.558 2.002 -1.041 -0.74
C -2.371 1.081 4.033 -0.65
C 0.002 0.971 3.866 -0.79
C 1.887 -0.195 -0.249 0.03
C 2.962 -0.156 0.640 -0.06
C 1.702 0.914 -1.081 -0.15
C 3.818 0.939 0.695 -0.74
C 1.533 -2.880 0.586 -1.59
C -2.424 0.344 2.859 0.23
C 0.880 -2.112 -2.001 -1.28
H -1.653 -0.854 -2.260 0.28
H -2.031 2.966 -0.805 0.42
H 0.158 -2.907 -2.195 0.29
H 2.549 -2.997 0.199 0.44
H 2.389 2.843 -1.704 0.40
H -3.287 1.380 4.519 0.41
H 1.897 -2.481 -2.152 0.45
H 0.998 1.190 4.223 0.42
H 0.694 -0.099 2.134 0.09
H 4.288 2.876 -0.107 0.37
H -1.529 3.994 -3.042 0.40
H 4.642 0.939 1.398 0.38
H -1.045 1.966 5.465 0.37
H 0.956 -3.792 0.428 0.39
H 0.693 -1.298 -2.702 0.28
H 1.537 -2.712 1.663 0.35
H 3.136 -0.993 1.306 0.35
H -1.054 2.469 -4.985 0.39
H 0.866 0.925 -1.773 0.02
H -1.120 -0.008 -4.569 0.42
```

Summary:
HOMO (alpha / beta): -2.60 / -2.37 eV
HOMO-LUMO gap (alpha / beta): 0.1870 / 0.1787 Eh
energy above the lowest of the compared OMol25 structures with the same formula, charge and spin: 0.0 kJ/mol
F_max: 0.40 eV/Å
charge: -1
multiplicity: 2
LUMO (alpha / beta): 0.09143 / 0.09145 Ha

=====

This record from the OMol25 dataset describes a cluster of 8 separate species, C18H20Cl29IO5S in total in a non-equilibrium geometry. The level of theory is wB97M-V/def2-TZVPD.

```
74
Properties=species:S:1:pos:R:3:mulliken_charge:R:1
I 0.351 -2.395 -0.878 0.21
Cl 4.269 -0.457 -2.748 -0.08
Cl -8.809 -1.515 2.387 -0.10
Cl -6.309 -0.167 2.857 -0.02
Cl 0.256 4.477 -3.433 -0.02
Cl -7.153 5.867 6.523 -0.10
Cl 2.861 -6.009 -4.711 -0.11
Cl -4.690 4.799 5.464 -0.10
Cl -3.084 3.698 -0.793 -0.17
Cl -2.719 -5.024 4.183 -0.09
Cl -1.745 -3.142 2.226 -0.04
Cl -2.571 -2.214 4.831 -0.12
Cl -2.691 -5.101 -6.302 -0.09
Cl -4.403 -7.209 -5.326 -0.10
Cl -2.691 -5.777 -3.500 -0.07
Cl -1.620 6.429 -2.460 -0.10
Cl 6.838 0.841 -2.606 -0.09
Cl -2.499 4.337 -4.258 -0.09
Cl -4.534 -3.145 2.945 -0.06
Cl -7.674 -1.443 5.046 -0.09
Cl -7.220 3.866 4.446 -0.01
Cl -6.321 6.544 3.847 -0.09
Cl -1.544 -7.595 -5.420 -0.09
Cl 3.149 -5.915 -1.835 -0.10
Cl 2.873 -3.464 -3.334 0.02
Cl -8.772 0.951 3.880 -0.10
Cl 0.629 -5.218 -3.051 -0.01
Cl 6.258 -1.401 -0.885 -0.07
Cl 6.618 -1.815 -3.717 -0.11
Cl -0.820 6.470 -5.230 -0.11
S 1.489 0.821 -2.074 0.83
O 5.555 2.218 0.746 -0.42
O 2.110 0.014 -0.821 0.50
O -0.004 0.869 -1.525 -0.27
O 1.534 0.012 -3.247 -0.62
O 2.096 2.113 -2.056 -0.58
C -3.195 1.949 -0.403 -0.44
C 5.998 -0.707 -2.491 0.31
C -2.895 -3.388 3.548 0.25
C 4.240 -1.002 1.237 0.77
C 1.089 -0.531 0.001 -0.73
C -1.397 0.270 0.391 -0.56
C 4.301 1.565 0.838 0.53
C 0.006 0.555 -0.090 0.30
C 1.617 -0.807 1.399 -0.65
C 2.390 -5.155 -3.239 0.16
C -1.170 5.425 -3.846 0.30
C -2.834 -6.422 -5.142 0.33
C -7.893 -0.540 3.542 0.30
C -2.231 1.531 0.726 -1.00
C 4.428 0.407 1.836 -1.15
C 2.876 -1.687 1.471 -1.19
C 5.515 3.331 -0.123 -0.68
C -6.346 5.272 5.068 0.31
H 4.830 3.160 -0.964 0.25
H -2.993 1.410 -1.329 0.27
H -1.341 -0.385 1.264 0.04
H 2.759 -2.481 0.723 0.28
H -4.232 1.790 -0.109 0.37
H 4.468 -0.980 0.163 -1.17
H 0.800 -1.304 1.934 0.45
H 2.877 -2.193 2.441 0.44
H -1.581 2.376 0.972 0.46
H 6.521 3.486 -0.520 0.24
H -2.815 1.326 1.628 0.41
H 4.997 -1.658 1.681 0.80
H 5.204 4.237 0.414 0.29
H 3.526 2.289 1.138 0.32
H 4.023 1.190 -0.155 -0.24
H 1.775 0.163 1.889 0.46
H 5.440 0.480 2.246 0.44
H -1.915 -0.309 -0.382 0.51
H 3.750 0.554 2.685 0.37
H 0.395 1.466 0.387 0.49
```

Summary:
HOMO: -9.62 eV
SMILES string: COCCCCC[C@]1(I)OS(=O)(=O)O[C@H]1CCCCl.ClC(Cl)(Cl)Cl.ClC(Cl)(Cl)Cl.ClC(Cl)(Cl)Cl.ClC(Cl)(Cl)Cl.ClC(Cl)(Cl)Cl.ClC(Cl)(Cl)Cl.ClC(Cl)(Cl)Cl
HOMO-LUMO gap: 0.3493 Eh
F_max: 1.29 eV/Å
LUMO: -0.00424 Ha

=====

This record from the OMol25 dataset describes a structure of composition C18H20F11N4O2PRuS2SbSe. The level of theory is wB97M-V/def2-TZVPD.

```
61
Properties=species:S:1:pos:R:3:mulliken_charge:R:1
Sb -0.509 -3.513 0.052 2.45
Ru -1.099 -0.260 0.226 0.79
Se -0.678 1.491 -1.335 0.02
S 0.685 0.014 1.444 -0.33
S 2.587 1.460 0.527 -0.15
P 2.527 -0.500 0.638 0.36
F -0.899 -4.948 1.159 -0.50
F 0.520 3.852 0.283 -0.28
F 0.984 -3.006 1.080 -0.53
F -0.228 -1.820 -0.964 -0.47
F -4.838 4.481 -0.208 -0.34
F -3.355 6.316 1.139 -0.30
F -2.045 -3.741 -0.990 -0.53
F -0.669 5.989 1.359 -0.30
F -3.660 2.382 -1.364 -0.47
F -1.530 -2.266 1.164 -0.73
F 0.575 -4.389 -1.180 -0.53
O 2.672 -1.303 -0.680 0.51
O 3.287 -1.263 1.739 -0.33
N -3.052 -0.618 -0.501 0.57
N -4.163 1.688 2.114 -0.03
N -2.221 0.929 1.457 0.66
N -5.198 -0.241 -0.327 -0.12
C -3.208 2.315 2.881 -0.99
C 4.566 -2.024 1.670 0.40
C -3.529 0.861 1.265 0.02
C 2.572 -0.743 -2.061 1.18
C -2.887 3.256 -0.705 0.39
C -3.987 0.008 0.192 0.02
C -5.020 -1.070 -1.413 -0.81
C -1.393 5.105 0.682 0.21
C -2.762 5.275 0.572 0.71
C -2.006 1.834 2.465 -0.44
C 2.232 -1.909 -2.956 -1.27
C -3.682 -1.295 -1.511 -0.51
C 4.306 -3.390 1.081 -1.08
C 3.891 -0.100 -2.421 -1.49
C -3.514 4.341 -0.122 0.11
C 5.615 -1.210 0.950 -1.15
C -1.522 3.042 -0.589 -0.26
C -0.794 3.994 0.111 0.43
H 4.812 -2.107 2.726 0.36
H -5.848 -1.423 -2.001 0.41
H 5.720 -0.220 1.395 0.34
H 6.575 -1.720 1.029 0.47
H 1.769 -0.005 -2.036 -0.35
H 4.055 -3.326 0.024 0.11
H -3.465 3.026 3.645 0.40
H -3.142 -1.901 -2.214 0.52
H 1.296 -2.379 -2.673 0.15
H 2.147 -1.548 -3.981 0.43
H 4.157 0.706 -1.738 0.31
H 3.027 -2.655 -2.921 0.31
H -5.156 1.841 2.179 0.19
H 4.687 -0.846 -2.432 0.33
H 3.812 0.324 -3.422 0.47
H -6.082 0.121 -0.010 0.19
H -1.018 2.076 2.819 0.58
H 5.379 -1.110 -0.110 0.14
H 3.494 -3.889 1.607 0.28
H 5.210 -3.991 1.188 0.48
```

Summary:
HOMO (alpha / beta): -11.30 / -10.93 eV
HOMO-LUMO gap (alpha / beta): 0.2467 / 0.2327 Eh
energy above the lowest of the compared OMol25 structures with the same formula, charge and spin: 0.0 kJ/mol
F_max: 0.61 eV/Å
charge: +1
LUMO (alpha / beta): -0.16852 / -0.16905 Ha